24
Properties=species:S:1:pos:R:3 method="wB97M-V/def2-TZVPD" de_lowest_ev=1.944 charge=0
C -1.0201 -2.3806 0.5918
C 1.1854 -1.0372 0.8315
C -0.2073 0.6196 2.6353
C 1.4124 1.4069 -2.4500
C -0.2551 -1.2247 1.1866
N -0.8223 -0.4755 2.0252
N 0.2608 1.6360 -1.6082
O -1.9563 1.7223 -1.2122
O -1.0219 -0.4545 -2.3049
S -0.8404 0.4579 -1.1740
H -0.6969 -3.3696 1.0800
H -2.0905 -2.3227 0.7353
H -0.9988 -2.1693 -0.4702
H 1.6801 -1.6912 1.4814
H 1.3830 0.0601 0.9261
H 1.2518 -1.2734 -0.2012
H -0.2857 0.7519 3.7577
H 0.8639 0.7143 2.3696
H -0.7132 1.4951 2.3852
H 2.1756 0.7427 -1.9724
H 1.0493 1.0551 -3.3998
H 1.9461 2.2494 -2.7654
H -2.6762 1.4374 -1.7611
H 0.3764 2.0498 -0.6865